P:
Computed, not measured: 7 unconnected molecules or ions with the total composition C14H42O7, with the ωB97M-V functional and the def2-TZVPD basis.

```
63
Properties=species:S:1:pos:R:3:nbo_charge:R:1
H -1.461 1.345 -2.404 0.16
H 2.255 -0.880 0.749 0.18
H 2.052 -0.276 -1.640 0.21
C 1.438 3.601 -1.694 -0.61
C -0.767 0.459 -4.501 -0.61
O 1.051 -5.786 -0.634 -0.74
H -1.489 -0.615 2.951 0.20
H -0.323 -1.075 5.604 0.17
H -0.016 -0.204 -4.086 0.21
H -0.892 2.280 2.822 0.20
C -3.898 -1.795 -0.634 -0.63
C 1.112 -0.620 -1.223 -0.64
H 1.232 -3.955 0.181 0.16
H 0.601 4.661 2.315 0.16
H -0.392 0.497 4.558 0.18
H -1.116 -0.157 0.466 0.51
C 1.906 2.798 -2.924 -0.05
O 0.959 -0.914 3.752 -0.74
H 3.401 3.571 -4.074 0.47
H -4.309 -2.839 -0.612 0.21
C -1.825 0.861 -3.378 -0.05
H 0.129 -5.666 -0.586 0.47
C -0.145 -0.496 4.583 -0.08
C -2.467 -1.606 -0.021 -0.04
H -3.823 -1.626 -1.683 0.20
H 0.899 3.236 3.659 0.16
H 1.530 0.661 0.531 0.15
C -1.417 -0.982 3.938 -0.60
H -0.236 5.190 4.398 0.47
H 0.601 -1.064 2.043 0.51
H -1.277 0.051 -5.301 0.21
H -2.397 -0.132 -3.018 0.15
H -3.194 2.047 -3.018 0.47
H -0.033 2.636 1.164 0.21
H 1.303 2.930 -3.782 0.16
H 1.759 -4.111 -1.415 0.15
O -0.737 4.389 3.940 -0.74
H 2.062 1.870 -2.773 0.16
H 3.807 -5.252 -0.671 0.21
O 0.498 -1.093 1.080 -0.80
H 0.397 3.397 -1.573 0.20
H 3.523 -3.904 0.282 0.20
C 1.481 -0.408 0.294 -0.06
H 2.107 3.559 -0.743 0.21
H 1.446 4.559 -1.858 0.20
H -2.144 -0.836 4.453 0.20
H 1.766 -0.153 3.853 0.49
O -2.802 1.732 -3.853 -0.72
C 1.763 -4.562 -0.481 -0.05
H -1.800 -2.330 -0.505 0.15
H -1.522 -2.010 3.893 0.20
H -2.640 -1.836 0.972 0.15
C 0.176 3.818 2.978 -0.05
C -0.590 2.980 2.109 -0.62
O 3.196 3.257 -3.072 -0.73
H 3.068 -5.505 0.944 0.22
H 0.268 -0.200 -1.606 0.23
C 3.174 -4.881 0.096 -0.62
H -1.399 3.384 1.802 0.21
H -4.785 -1.192 -0.183 0.21
H 1.205 -1.703 -1.549 0.21
O -2.001 -0.307 -0.071 -0.77
H -0.267 1.201 -4.843 0.19
```

Output
net charge: 0
E_LUMO: 0.207 eV

***

Q:
Computed, not measured: 7 unconnected molecules or ions with the total composition C14H42O7, with the ωB97M-V functional and the def2-TZVPD basis.

```
63
Properties=species:S:1:pos:R:3:nbo_charge:R:1
H 0.183 -0.935 -1.830 0.21
H 0.702 -4.293 -4.600 0.22
H 1.252 8.929 2.473 0.46
H -5.136 0.602 -5.773 0.47
O -5.584 0.340 -4.965 -0.72
H -4.969 -1.344 -3.729 0.18
H -2.350 3.752 4.055 0.16
C 0.621 -3.197 -6.414 -0.07
O 0.141 -0.064 1.444 -0.72
H 0.956 -1.845 -0.527 0.21
C 1.342 -4.097 -5.461 -0.63
H -0.882 -1.412 -0.521 0.20
H -2.097 1.545 5.120 0.21
C -1.155 -4.550 3.673 -0.06
O -0.573 -3.910 -6.817 -0.73
C -2.476 -3.967 4.069 -0.63
H -0.773 -3.546 -7.682 0.46
C -6.445 -1.887 -5.003 -0.63
H 1.138 -2.875 -7.318 0.17
H -3.772 1.637 5.663 0.21
H -0.784 0.124 1.619 0.47
H -7.196 -1.446 -4.347 0.21
C 8.811 -0.874 0.386 -0.06
H 1.043 5.499 1.758 0.21
H 1.678 -5.000 -5.971 0.21
H -6.263 -2.946 -4.819 0.20
C 1.572 6.405 2.055 -0.64
H -3.217 -4.668 3.684 0.20
C 0.149 -1.151 -0.762 -0.64
C 7.644 0.028 -0.098 -0.63
O 10.110 -0.280 0.227 -0.72
H -0.169 7.248 2.607 0.14
C 0.414 0.114 0.117 -0.05
O 1.346 8.430 3.287 -0.69
H -6.928 -1.838 -5.979 0.20
H 7.844 1.048 0.230 0.21
H 0.206 -3.111 4.039 0.47
H -2.521 -4.014 5.157 0.21
H 8.834 -1.803 -0.185 0.17
C 0.810 7.227 3.084 -0.05
C -2.916 2.229 5.339 -0.63
H 7.638 -0.070 -1.183 0.21
H 2.521 5.940 2.322 0.21
H -4.458 -1.423 -5.456 0.17
O -3.655 2.504 3.025 -0.72
H 2.275 -3.710 -5.052 0.21
C -3.273 3.187 4.183 -0.06
H 1.456 0.372 -0.073 0.16
H 8.636 -1.135 1.429 0.15
C -5.198 -1.044 -4.751 -0.08
O -0.139 -3.921 4.421 -0.74
H -0.233 0.963 -0.105 0.15
H 6.748 -0.422 0.329 0.21
H -1.142 -5.618 3.889 0.17
H 10.229 0.399 0.896 0.46
H -0.980 -4.243 2.642 0.16
H 0.681 6.707 4.033 0.17
H -4.183 3.741 4.412 0.16
H 1.711 7.004 1.155 0.19
H -2.756 2.870 6.206 0.21
H 0.260 -2.365 -5.810 0.16
H -4.227 3.118 2.558 0.47
H -2.503 -2.962 3.648 0.20
```

Output
net charge: 0
E_LUMO: 0.350 eV

***

Relative energies with respect to the most stable structure, expressed in kJ/mol: P 513.1; Q 0.0.

***

P:
Computed, not measured: a gas-phase ion, C19H23N2 (charge +1), with the ωB97M-V functional and the def2-TZVPD basis.

```
44
Properties=species:S:1:pos:R:3:nbo_charge:R:1
H 2.473 -2.427 1.815 0.21
C 2.437 1.334 2.960 -0.17
H -1.270 -2.842 3.427 0.28
C 1.275 -0.691 2.247 0.14
C -0.338 -1.907 -1.300 -0.22
H -3.209 -3.603 -1.561 0.22
C -0.145 1.050 2.760 0.00
C 3.653 0.619 2.839 -0.21
N -1.127 -2.489 -0.186 -0.45
C -0.822 2.234 3.107 -0.18
C -2.278 -0.089 2.273 -0.28
N -0.026 -1.111 1.970 -0.40
C -2.958 1.082 2.628 -0.18
H 2.398 2.391 3.259 0.23
H -0.217 3.108 3.405 0.23
H -1.943 -1.361 -2.630 0.22
H -0.389 -1.715 -3.421 0.25
H -1.986 -4.296 0.441 0.24
H -0.450 -4.355 -0.453 0.20
C -1.439 -3.861 -0.388 -0.24
C -0.503 -2.402 1.401 0.10
H -1.097 -4.225 2.329 0.25
H -0.085 -0.870 -1.060 0.25
C 1.250 0.656 2.697 -0.09
H 0.580 -2.551 -1.281 0.20
H -2.425 -3.043 2.075 0.23
H 0.354 -2.904 0.940 0.25
C 2.471 -1.406 2.141 -0.21
C -2.225 -4.081 -1.700 -0.40
H -2.208 -3.484 -3.770 0.24
H -2.762 3.122 3.366 0.23
C -2.230 2.218 3.054 -0.21
H -0.669 -4.098 -3.232 0.21
H -2.379 -5.153 -1.856 0.24
H 4.620 -1.222 2.374 0.23
H -1.536 -1.738 0.540 0.52
H -4.053 1.141 2.581 0.23
C -1.386 -3.178 2.380 -0.66
H 4.585 1.138 3.088 0.23
C 3.656 -0.728 2.443 -0.20
H -2.839 -0.965 1.941 0.20
C -1.070 -2.030 -2.628 -0.42
C -1.525 -3.477 -2.912 -0.41
C -0.900 -0.083 2.333 0.12
```

Output
net charge: +1
E_LUMO: -2.573 eV

***

Q:
Computed, not measured: 2 unconnected molecules or ions with the total composition C19H23N2, with the ωB97M-V functional and the def2-TZVPD basis.

```
44
Properties=species:S:1:pos:R:3:nbo_charge:R:1
H 3.398 1.683 -1.484 0.19
C 0.065 -0.044 4.344 -0.21
H 0.775 -0.690 -3.709 0.20
H 3.722 1.532 -3.230 0.18
C -1.216 -2.063 -0.629 -0.17
C -3.589 -1.279 -1.882 -0.23
N 0.977 1.401 2.559 -0.26
N 1.903 0.659 -2.558 -0.45
H -2.213 -1.406 1.438 0.24
H -0.110 1.040 -1.276 0.24
H 0.695 0.419 5.101 0.23
H 0.042 1.532 -2.934 0.19
H -2.037 -4.054 -0.636 0.23
C 0.862 1.515 1.223 0.18
C 1.808 -0.329 -3.625 -0.42
H 3.891 0.105 -2.184 0.21
H -4.184 -3.370 -1.719 0.24
C -3.400 -2.625 -1.524 -0.16
C 3.309 1.015 -2.344 -0.41
C -0.443 0.303 -0.556 0.12
C -2.585 -0.342 -1.669 -0.11
H -0.326 -2.346 -0.076 0.23
H 1.827 1.968 4.400 0.24
C -2.199 -3.010 -0.912 -0.21
H -2.704 0.703 -1.975 0.22
H 2.099 0.117 -4.593 0.18
C -0.914 -1.021 4.613 -0.18
H 1.450 3.314 3.285 0.24
C 0.184 0.361 3.033 0.11
H -4.519 -0.969 -2.360 0.24
C -1.408 -0.696 -0.957 -0.17
H 2.828 2.262 2.917 0.23
H -1.055 -1.371 5.638 0.24
H 1.217 2.551 -2.012 0.19
H 1.372 2.331 -3.785 0.20
C 1.094 1.837 -2.840 -0.43
C -0.532 -0.173 1.944 0.00
H 1.491 2.241 0.699 0.24
C -1.740 -1.485 3.568 -0.19
C 1.814 2.277 3.349 -0.42
H -2.531 -2.208 3.785 0.24
H 2.491 -1.158 -3.410 0.21
C -1.571 -1.048 2.241 -0.20
C -0.036 0.519 0.744 -0.20
```

Output
net charge: +1
E_LUMO: -4.789 eV

***

Relative energies with respect to the most stable structure, expressed in kJ/mol: P 85.9; Q 0.0.

***

P:
Computed, not measured: a molecular structure, C4H9N2, with the ωB97M-V functional and the def2-TZVPD basis.

```
15
Properties=species:S:1:pos:R:3:nbo_charge:R:1
N 0.822 1.382 0.434 -0.19
H 0.298 -2.838 0.545 0.24
C -0.422 0.965 -1.029 -0.08
H 1.193 2.439 -1.405 0.26
C -0.340 0.626 0.469 -0.02
N 0.263 -0.823 0.760 -0.54
C 0.343 2.236 -0.720 -0.34
H -0.611 -2.079 -0.804 0.24
H -1.387 -2.281 0.624 0.24
C -0.443 -2.058 0.231 -0.42
H -1.156 0.767 1.080 0.25
H 1.206 -0.632 0.203 0.46
H 0.551 -0.892 1.762 0.45
H -0.356 2.952 -0.443 0.26
H 0.038 0.236 -1.708 0.19
```

Output
expectation value of S²: 2.01
net charge: +1
multiplicity: 3
E_LUMO (alpha / beta): -3.255 / -6.399 eV

***

Q:
Computed, not measured: a gas-phase ion, C4H9N2 (charge +1), with the ωB97M-V functional and the def2-TZVPD basis.

```
15
Properties=species:S:1:pos:R:3:nbo_charge:R:1
C -1.263 -0.360 -1.024 -0.70
H 1.335 0.284 0.786 0.42
H 1.712 -1.495 -0.318 0.22
H -0.535 2.466 2.777 0.48
C -0.064 -0.601 -0.378 0.30
H 0.310 -2.296 -1.184 0.26
H -1.200 0.512 -1.679 0.26
N 0.362 0.196 0.618 -0.56
C -0.420 1.066 1.261 0.62
N 0.056 1.907 2.111 -0.82
H -1.761 0.096 -0.301 0.23
H 1.113 1.763 2.054 0.42
H -1.700 -1.100 -1.764 0.28
C 0.903 -1.399 -0.992 -0.66
H 1.152 -1.040 -1.968 0.25
```

Output
expectation value of S²: 2.02
net charge: +1
multiplicity: 3
E_LUMO (alpha / beta): -3.628 / -6.769 eV

***

Relative energies with respect to the most stable structure, expressed in kJ/mol: P 96.2; Q 0.0.